Entry 1:
# C14H26Cl6O6

A structure of composition C14H26Cl6O6 (ωB97M-V/def2-TZVPD, OMol25).

Last column: natural (NBO) charge in e.
Cartesian coordinates (Å):
Cl: -2.891 0.343 -3.064  -0.01
Cl: 1.290 -4.049 3.331  0.02
Cl: -0.082 -0.656 -3.236  -0.03
Cl: 2.051 -1.879 1.577  0.04
Cl: 2.583 -1.799 4.610  0.00
Cl: -2.320 -2.312 -2.244  0.07
O: 0.636 3.193 2.063  -0.51
O: 0.015 -0.224 -0.948  -0.70
O: 0.497 -3.910 -0.313  -0.57
O: -1.082 4.190 2.983  -0.50
O: -1.302 3.610 0.830  -0.69
O: 2.194 3.156 -0.546  -0.57
C: -0.423 -3.979 -1.121  0.62
C: -1.899 -3.897 -0.741  -0.72
C: -0.634 3.640 1.859  0.99
C: 2.508 -2.781 3.076  -0.24
C: 0.609 1.520 -1.176  -0.64
C: 0.006 -4.284 -2.578  -0.72
C: 1.750 2.920 -2.917  -0.70
C: 0.004 -0.623 0.196  0.68
C: 1.599 2.615 -1.449  0.63
C: -0.321 -2.100 0.605  -0.74
C: 1.286 2.525 0.923  -0.23
C: 0.250 0.319 1.337  -0.82
C: -2.386 4.751 3.016  -0.26
C: -1.658 -0.642 -2.258  -0.22
H: -2.364 5.495 3.811  0.19
H: -0.853 -2.007 1.552  0.21
H: 0.983 -4.756 -2.684  0.24
H: 0.625 -2.641 0.630  0.30
H: 0.843 2.552 -3.396  0.23
H: 1.429 3.172 0.058  0.30
H: -1.472 -0.298 -1.240  0.25
H: -1.880 -3.465 0.259  0.24
H: -1.138 -2.397 -0.051  0.19
H: -2.589 -3.304 -1.341  0.18
H: -2.997 3.936 3.405  0.18
H: 0.014 -3.456 -3.287  0.25
H: -0.419 1.821 -1.378  0.25
H: -0.767 -4.967 -2.932  0.22
H: 2.567 2.320 -3.317  0.24
H: 0.757 1.643 0.561  0.10
H: 1.978 3.981 -3.020  0.24
H: -2.352 -4.878 -0.597  0.24
H: -0.689 0.711 1.728  0.25
H: 0.896 0.617 -1.714  0.30
H: -2.742 5.110 2.050  0.21
H: 0.812 1.193 1.007  0.23
H: 0.603 1.309 -0.107  0.15
H: 3.491 -3.207 2.872  0.23
H: 2.277 2.172 1.207  0.16
H: 0.704 -0.299 2.112  0.24

lowest unoccupied orbital energy: 0.1 eV

***

Entry 2:
# C7H10NP

A cluster of 2 separate species, C7H10NP in total (ωB97M-V/def2-TZVPD, OMol25).

Last column: natural (NBO) charge in e.
Cartesian coordinates (Å):
P: 2.387 -1.194 -0.525  0.49
N: 1.194 -0.029 -0.804  -0.65
C: -2.322 0.841 -0.184  -0.22
C: -1.968 -1.469 0.584  -0.22
C: -0.607 -1.309 0.206  -0.20
C: -2.735 -0.350 0.377  -0.19
C: 2.302 1.635 0.792  -0.49
C: -0.115 -0.153 -0.429  0.07
C: -0.998 0.959 -0.591  -0.17
H: -2.397 -2.280 1.149  0.22
H: -0.535 1.854 -0.856  0.22
H: 2.203 -2.240 -1.661  -0.03
H: -0.029 -2.232 0.431  0.22
H: -3.136 1.552 -0.264  0.22
H: 3.173 -0.334 -1.365  -0.02
H: 2.607 2.234 -0.095  0.18
H: -3.852 -0.602 0.446  0.20
H: 1.631 2.076 1.596  0.19
H: 3.197 1.041 1.194  0.18

lowest unoccupied orbital energy (spin up / spin down): 0.2 / -1.3 eV

***

Entry 3:
# C46H32BrCl4NO2P2W

A structure of composition C46H32BrCl4NO2P2W (ωB97M-V/def2-TZVPD, OMol25).

Last column: natural (NBO) charge in e.
Cartesian coordinates (Å):
W: -0.466 0.496 -0.354  1.57
Br: 1.998 0.282 0.946  0.32
Cl: 0.642 4.975 1.474  0.09
Cl: -3.503 3.358 -2.911  0.10
Cl: -3.198 6.395 -2.100  0.12
Cl: -1.152 7.196 0.117  0.12
P: 0.418 -1.761 -1.390  1.15
P: -1.458 0.102 2.009  1.16
O: -1.690 1.588 -1.228  -0.63
O: -0.103 2.213 0.453  -0.68
N: -1.964 -0.816 -0.535  -0.62
C: 1.946 -1.486 -3.740  -0.13
C: 3.072 2.035 -2.650  -0.07
C: 5.016 2.119 -1.203  -0.19
C: 0.443 2.135 4.922  -0.19
C: 4.354 -1.505 -3.695  -0.17
C: -2.142 -1.281 4.327  -0.18
C: 4.332 -1.813 -2.340  -0.19
C: -1.776 2.574 3.297  -0.13
C: -3.058 -3.510 4.321  -0.18
C: 2.298 1.446 -1.624  -0.04
C: 0.566 -3.171 1.009  -0.19
C: 0.053 1.169 4.008  -0.19
C: 0.400 1.363 -3.096  -0.21
C: 0.668 -4.329 1.769  -0.19
C: -2.318 -2.528 2.257  -0.22
C: 3.119 -1.948 -1.683  -0.20
C: -3.514 -1.249 -2.085  -0.24
C: 2.461 2.287 -3.907  -0.08
C: -1.327 5.560 -0.331  -0.06
C: 2.976 1.210 -0.420  -0.06
C: 0.746 -5.634 -0.256  -0.21
C: -2.199 -1.387 -1.805  0.13
C: -1.947 -1.370 2.948  -0.39
C: -1.645 2.937 -1.039  0.23
C: 0.651 -4.482 -1.015  -0.12
C: -0.276 3.320 5.025  -0.16
C: 1.161 1.951 -4.126  -0.23
C: -1.383 3.536 4.219  -0.20
C: -2.257 5.201 -1.327  -0.09
C: -1.061 1.385 3.196  -0.43
C: -2.875 -3.592 2.946  -0.13
C: 4.432 2.357 -2.412  -0.15
C: 0.542 -3.245 -0.378  -0.43
C: -4.132 -0.571 -0.969  -0.19
C: 0.749 -5.558 1.134  -0.16
C: 4.268 1.522 -0.163  -0.21
C: -0.741 3.282 -0.058  0.22
C: 3.163 -1.362 -4.397  -0.22
C: 0.940 1.111 -1.857  -0.30
C: -0.544 4.595 0.302  -0.09
C: 1.920 -1.772 -2.378  -0.42
C: -2.416 3.871 -1.695  -0.09
C: -3.091 0.504 1.204  -0.73
C: -1.032 -2.025 -2.495  -0.74
C: -3.165 -0.319 -0.053  0.11
C: -2.696 -2.358 5.006  -0.19
H: -0.853 -1.582 -3.471  0.26
H: 5.302 -1.391 -4.209  0.24
H: -1.881 -0.384 4.871  0.24
H: -2.196 -2.593 1.186  0.23
H: -3.175 -4.485 2.409  0.23
H: 0.692 2.151 -5.082  0.24
H: -3.143 1.570 0.985  0.25
H: 6.055 2.371 -1.029  0.25
H: -1.950 4.456 4.307  0.24
H: 3.179 -1.157 -5.461  0.24
H: 5.261 -1.955 -1.797  0.23
H: 0.031 4.078 5.736  0.24
H: -3.492 -4.344 4.859  0.24
H: -5.176 -0.299 -0.888  0.25
H: -2.850 -2.288 6.075  0.24
H: 3.104 -2.220 -0.633  0.23
H: 1.031 -1.367 -4.306  0.21
H: -3.890 0.264 1.899  0.28
H: 3.051 2.753 -4.689  0.23
H: 4.721 1.317 0.801  0.25
H: 0.687 -4.270 2.852  0.23
H: -4.017 -1.592 -2.980  0.25
H: 0.607 0.237 3.944  0.22
H: -2.648 2.758 2.684  0.21
H: 0.825 -6.465 1.721  0.24
H: 0.522 -2.211 1.497  0.20
H: 1.301 1.958 5.561  0.24
H: -0.629 1.120 -3.310  0.23
H: 0.675 -4.543 -2.097  0.22
H: 0.830 -6.596 -0.748  0.24
H: 5.003 2.802 -3.220  0.24
H: -1.181 -3.092 -2.634  0.27

net charge: +2
lowest unoccupied orbital energy: -7.4 eV

***

Energy above the lowest of the compared OMol25 structures with the same formula, charge and spin across the listed records, respectively: 662.5; 82.5; 3.1 kcal per mole.